--- a ---
The following is a quantum chemistry calculation of an isolated ion of composition CH5N2O4S2 and charge -1, from the OMol25 dataset.

Geometry as ORCA input:
```
! wB97M-V def2-TZVPD RIJCOSX def2/J DEFGRID3
* xyz -1 1
C 0.23202 1.84320 -0.74155
S -0.59122 1.05875 0.76420
O -0.73972 2.19534 1.84944
O -2.06466 0.62868 0.41343
N 0.34757 -0.20463 1.52155
S 0.80039 -1.46224 0.39318
N -0.53998 -2.30434 -0.34809
O 1.57054 -2.54501 1.24482
O 1.84827 -0.98874 -0.68363
H 0.14442 1.06789 -1.64500
H 1.39293 2.05696 -0.57091
H -0.35073 2.84212 -0.96188
H -1.45496 -2.10850 0.13654
H -0.59488 -2.07947 -1.37210
*
```

Computed properties:
highest occupied orbital energy = -5.76 eV
molecular weight = 173.2 g mol⁻¹
LUMO = 3.48 eV
structure (SMILES) = CS(=O)(=O)N=[S@](N)(=O)[O-]
gap between HOMO and LUMO = 9.2398 eV

---

--- b ---
The following is a quantum chemistry calculation of an isolated ion of composition CH5N2O4S2 and charge -1, from the OMol25 dataset.

Geometry as ORCA input:
```
! wB97M-V def2-TZVPD RIJCOSX def2/J DEFGRID3
* xyz -1 1
C -0.82232 -1.74323 0.06036
N 1.82115 0.95061 0.67061
N 0.37144 -1.00441 0.33630
O 0.59941 1.34705 -1.76344
O -1.58654 0.34946 -1.87744
O -0.69507 1.37108 0.41061
O 0.25750 0.35990 2.51640
S -0.83679 1.52107 -1.47682
S 0.29433 0.34586 1.01769
H -1.23662 -1.40113 -0.91526
H -0.42493 -2.78711 0.00827
H -1.59698 -1.61604 0.79245
H 2.07979 0.43312 -0.26088
H 1.77563 1.87376 0.48115
*
```

Computed properties:
highest occupied orbital energy = -4.56 eV
molecular weight = 173.2 g mol⁻¹
LUMO = 3.52 eV
gap between HOMO and LUMO = 8.0800 eV

---

Quick one: most stable of them? b

---

--- a ---
The following is a quantum chemistry calculation of the molecule C5H12OS, from the OMol25 dataset.

Geometry as ORCA input:
```
! wB97M-V def2-TZVPD RIJCOSX def2/J DEFGRID3
* xyz 0 1
C 0.97612 1.42742 -2.44615
O 0.77398 2.74758 -1.81979
C 0.09163 0.21252 -1.83344
C 0.30015 0.09812 -0.29382
C -0.49435 -1.10083 0.43450
S -1.47746 -0.45604 1.89892
C -0.75318 -1.17492 3.37424
H 2.06676 1.32278 -2.28324
H 0.62252 1.43420 -3.48809
H 0.27153 2.33195 -1.10453
H -1.07073 0.32111 -2.01613
H 0.16240 -0.67947 -2.41122
H -0.04958 0.96282 0.35346
H 1.36972 0.14826 -0.07902
H 0.21694 -1.86209 0.89909
H -1.05291 -1.73411 -0.27769
H -0.95352 -0.49398 4.16889
H -1.28327 -2.12815 3.63376
H 0.28325 -1.37718 3.29026
*
```

Computed properties:
highest occupied orbital energy = -8.69 eV
molecular weight = 120.2 g mol⁻¹
LUMO = 0.99 eV
structure (SMILES) = CSCCCCO
gap between HOMO and LUMO = 9.6734 eV

---

--- b ---
The following is a quantum chemistry calculation of the molecule C5H12OS, from the OMol25 dataset.

Geometry as ORCA input:
```
! wB97M-V def2-TZVPD RIJCOSX def2/J DEFGRID3
* xyz 0 1
C -0.68430 1.86577 1.52192
O -1.72023 2.68991 0.94059
C 0.38753 1.34317 0.48256
C 0.20686 -0.19138 0.13239
C 1.31724 -0.64769 -0.81520
S 1.41206 -2.47043 -0.97623
C -0.26136 -2.74698 -1.22468
H -1.35173 1.33583 2.32411
H -0.15789 2.52694 2.14869
H -1.22331 3.50201 0.67914
H 0.21903 1.88993 -0.50352
H 1.34929 1.59228 0.96427
H -0.89071 -0.38798 -0.04970
H 0.39254 -1.10270 0.92205
H 2.14074 -0.10978 -0.45652
H 1.07785 -0.39406 -1.89726
H -0.39235 -3.81681 -1.56834
H -1.03847 -2.63072 -0.45144
H -0.78281 -2.24733 -2.17282
*
```

Computed properties:
highest occupied orbital energy = -8.58 eV
molecular weight = 120.2 g mol⁻¹
LUMO = 0.90 eV
structure (SMILES) = CSCCCCO
gap between HOMO and LUMO = 9.4744 eV

---

Quick one: most stable of them? a

---

--- a ---
The following is a quantum chemistry calculation of a 3-piece molecular cluster, CH7N5O overall, from the OMol25 dataset.

Geometry as ORCA input:
```
! wB97M-V def2-TZVPD RIJCOSX def2/J DEFGRID3
* xyz 0 1
N 0.90452 -0.33794 -0.67428
N -0.74404 1.71561 -0.20683
C -0.93946 1.05088 -1.17787
N 1.39700 -0.52181 0.42386
N 1.27129 -0.94135 -1.76884
N -1.36105 0.06629 2.09025
O -1.01592 0.51250 -2.19897
H -1.31510 1.98025 0.55912
H 0.72345 -0.74063 -2.58942
H 2.16788 -1.22517 0.46734
H -0.55731 -0.01042 1.47116
H 1.98789 -1.67173 -1.78800
H -1.18635 0.86796 2.69355
H -1.33280 -0.74445 2.69894
*
```

Computed properties:
highest occupied orbital energy = -9.50 eV
molecular weight = 105.1 g mol⁻¹
LUMO = 0.95 eV
structure (SMILES) = [H]/N=N\N.N=C=O.N
gap between HOMO and LUMO = 10.4556 eV

---

--- b ---
The following is a quantum chemistry calculation of the molecule CH7N5O, from the OMol25 dataset.

Geometry as ORCA input:
```
! wB97M-V def2-TZVPD RIJCOSX def2/J DEFGRID3
* xyz 0 1
C 0.03376 0.31509 -0.39936
H 2.42575 -1.83339 0.00930
H 1.17833 -1.58505 1.32385
H -0.24334 -1.44653 -0.65951
H 2.00531 1.03364 0.00804
H -0.34358 2.27499 0.36147
H -2.59602 -0.84886 -0.57077
H -2.90791 0.18800 0.89161
N 1.79020 -1.12322 0.30551
N 0.59007 -0.90810 -0.77473
N 0.96611 1.22092 -0.33282
N -1.29717 0.56722 -0.40874
N -2.21623 -0.39563 0.20667
O 0.61472 2.54092 0.03950
*
```

Computed properties:
highest occupied orbital energy = -8.25 eV
molecular weight = 105.1 g mol⁻¹
LUMO = 0.52 eV
structure (SMILES) = N/N=C(\NN)NO
gap between HOMO and LUMO = 8.7707 eV

---

Quick one: most stable of them? a

---

--- a ---
The following is a quantum chemistry calculation of the molecule CH2N2P2, from the OMol25 dataset.

Geometry as ORCA input:
```
! wB97M-V def2-TZVPD RIJCOSX def2/J DEFGRID3
* xyz 0 1
C 0.67362 -0.52533 -0.34067
N -0.25927 -1.35767 -0.16819
N -1.54526 -0.79941 0.17151
P -1.69625 0.75566 0.33374
P 0.32753 1.27799 -0.34335
H 1.66092 -0.89808 -0.58107
H 0.83871 1.54684 0.92804
*
```

Computed properties:
highest occupied orbital energy = -9.68 eV
molecular weight = 104.0 g mol⁻¹
LUMO = -0.86 eV
structure (SMILES) = C1=[PH]=PN=N1
gap between HOMO and LUMO = 8.8218 eV

---

--- b ---
The following is a quantum chemistry calculation of the molecule CH2N2P2, from the OMol25 dataset.

Geometry as ORCA input:
```
! wB97M-V def2-TZVPD RIJCOSX def2/J DEFGRID3
* xyz 0 1
C -0.54545 0.68136 0.73652
N 0.20952 -0.21704 0.40327
N -2.44614 -1.14569 -0.32850
P -2.56262 0.26474 0.14492
P 0.24449 -1.82236 0.24623
H -0.41186 1.50764 1.43952
H 1.20583 -1.85957 -0.95716
*
```

Computed properties:
highest occupied orbital energy (alpha / beta) = -8.55 / -8.55 eV
molecular weight = 104.0 g mol⁻¹
LUMO (alpha / beta) = -0.88 / -0.88 eV
structure (SMILES) = [H]/P=N/C=P#N
gap between HOMO and LUMO (alpha / beta) = 7.6681 / 7.6669 eV

---

Quick one: most stable of them? a